The following is a DFT calculation (wB97M-V/def2-TZVPD) of C35H29NiOS7Sb as an isolated structure.

Values from the calculation:
spin multiplicity: 3
energy relative to the best compared isomer or geometry (same formula, charge and spin): 3.783 eV
HOMO-LUMO gap (alpha / beta): 6.50 / 5.61 eV

Last column: Löwdin charge in e.
CARTESIAN COORDINATES (ANGSTROEM)
1 Ni -0.60 -0.97 0.38  -0.07
2 S 1.62 -2.85 -6.36  0.54
3 C 1.17 -2.47 -4.83  -1.49
4 S 1.13 -3.63 -3.54  0.90
5 C 0.47 -2.58 -2.30  -0.74
6 C 0.19 -1.32 -2.70  -1.02
7 S -2.25 0.46 -2.41  -0.01
8 S 0.48 -0.95 -4.37  0.93
9 S 1.77 -1.28 0.56  0.68
10 S -0.39 0.01 -1.69  0.33
11 Sb 0.32 -3.37 -0.31  1.52
12 C 1.40 -3.74 1.48  -0.35
13 C 1.82 -2.40 2.00  -0.70
14 C 3.11 -2.46 2.75  -0.09
15 C 3.61 -3.64 3.20  -0.10
16 C 2.99 -4.87 2.89  -0.06
17 C 1.93 -4.90 1.95  -0.12
18 C -1.63 -2.92 0.40  -0.37
19 C -2.58 -2.28 -0.41  -0.17
20 C -3.89 -2.12 0.05  -0.07
21 C -4.25 -2.59 1.30  -0.08
22 C -3.30 -3.20 2.12  -0.08
23 C -2.00 -3.36 1.68  -0.10
24 C 0.07 -5.35 -1.11  -0.36
25 C -1.12 -5.58 -1.80  -0.14
26 C -1.35 -6.81 -2.40  -0.07
27 C -0.40 -7.81 -2.32  -0.08
28 C 0.79 -7.59 -1.65  -0.08
29 C 1.03 -6.36 -1.04  -0.13
30 H 1.06 -2.04 2.71  0.08
31 H 3.60 -1.52 2.99  0.11
32 H 4.51 -3.64 3.81  0.11
33 H 3.38 -5.79 3.29  0.10
34 H 1.59 -5.86 1.58  0.09
35 H -2.34 -1.92 -1.41  0.03
36 H -4.60 -1.61 -0.59  0.11
37 H -5.27 -2.49 1.64  0.11
38 H -3.59 -3.56 3.10  0.11
39 H -1.27 -3.84 2.32  0.10
40 H -1.86 -4.80 -1.89  0.10
41 H -2.28 -6.98 -2.93  0.11
42 H -0.58 -8.77 -2.79  0.11
43 H 1.54 -8.36 -1.60  0.11
44 H 1.98 -6.19 -0.56  0.09
45 O -0.87 0.94 1.25  -0.57
46 S -2.12 1.65 1.71  1.00
47 C -3.04 0.47 2.73  -0.26
48 C -2.41 0.00 4.01  -0.27
49 C -3.11 0.10 5.20  -0.05
50 C -2.56 -0.36 6.39  -0.08
51 C -1.28 -0.90 6.40  -0.08
52 C -0.57 -0.99 5.21  -0.07
53 C -1.13 -0.55 4.03  -0.05
54 C -1.52 2.79 2.98  -0.27
55 C -2.65 3.50 3.67  -0.28
56 C -2.78 3.44 5.05  -0.05
57 C -3.82 4.08 5.70  -0.08
58 C -4.76 4.79 4.96  -0.09
59 C -4.64 4.85 3.58  -0.07
60 C -3.60 4.22 2.94  -0.05
61 H -3.20 -0.35 2.03  0.07
62 H -4.02 0.92 2.91  0.10
63 H -4.11 0.54 5.20  0.12
64 H -3.12 -0.28 7.31  0.11
65 H -0.85 -1.25 7.33  0.10
66 H 0.43 -1.41 5.21  0.10
67 H -0.56 -0.61 3.11  0.08
68 H -0.86 3.46 2.44  0.11
69 H -0.92 2.21 3.68  0.10
70 H -2.05 2.87 5.63  0.11
71 H -3.90 4.04 6.78  0.10
72 H -5.58 5.30 5.46  0.10
73 H -5.37 5.41 3.00  0.11
74 H -3.51 4.28 1.86  0.11

---

The following is a DFT calculation (wB97M-V/def2-TZVPD) of C35H30Br2HgN7O3S4 as an isolated structure.

Values from the calculation:
spin multiplicity: 2
charge: -2
energy relative to the best compared isomer or geometry (same formula, charge and spin): 0.447 eV
HOMO-LUMO gap (alpha / beta): 4.06 / 5.10 eV

Last column: Löwdin charge in e.
CARTESIAN COORDINATES (ANGSTROEM)
1 Hg 0.73 -1.65 -0.77  0.85
2 O -0.07 3.56 -0.71  0.02
3 C -1.41 3.47 -0.72  -0.28
4 C -2.16 4.59 -1.09  -0.03
5 C -3.54 4.54 -1.10  -0.12
6 C -4.20 3.37 -0.73  -0.12
7 C -3.46 2.26 -0.37  -0.06
8 C -2.06 2.28 -0.36  -0.10
9 C -1.26 1.06 -0.02  -0.50
10 O 0.03 1.17 -0.01  -0.15
11 N -1.95 -0.02 0.23  0.02
12 N -1.17 -1.15 0.37  -0.15
13 C -1.78 -2.18 0.92  -0.16
14 C -1.13 -3.42 1.04  -0.31
15 C -1.73 -4.54 1.68  -0.08
16 C -1.05 -5.71 1.79  -0.13
17 C 0.26 -5.81 1.25  -0.12
18 C 0.78 -4.69 0.63  -0.20
19 N 0.13 -3.54 0.51  -0.01
20 H 0.24 2.62 -0.46  0.06
21 H -1.62 5.48 -1.39  0.10
22 H -4.10 5.41 -1.40  0.09
23 H -5.28 3.33 -0.73  0.08
24 H -3.94 1.33 -0.08  0.10
25 H -2.79 -2.06 1.30  0.10
26 H -2.73 -4.43 2.08  0.09
27 H -1.51 -6.57 2.28  0.08
28 H 0.84 -6.72 1.31  0.08
29 H 1.77 -4.71 0.18  0.03
30 Br -4.34 -0.12 -6.71  0.69
31 C -3.30 -0.64 -5.21  -0.68
32 C -3.52 -0.05 -3.98  -0.10
33 C -2.73 -0.49 -2.92  -0.10
34 N -1.79 -1.42 -3.04  0.14
35 C -1.59 -1.97 -4.23  -0.22
36 C -2.33 -1.61 -5.36  -0.07
37 C -0.51 -2.99 -4.32  -0.26
38 C 0.29 -3.07 -5.46  -0.08
39 C 1.33 -3.97 -5.44  -0.69
40 Br 2.43 -4.15 -6.98  0.69
41 C 1.58 -4.73 -4.32  -0.13
42 C 0.70 -4.59 -3.25  -0.16
43 N -0.33 -3.76 -3.25  0.12
44 H -4.26 0.72 -3.83  0.10
45 H -2.85 -0.07 -1.92  0.08
46 H -2.16 -2.09 -6.31  0.10
47 H 0.13 -2.41 -6.30  0.10
48 H 2.44 -5.38 -4.24  0.10
49 H 0.85 -5.17 -2.35  0.09
50 S 4.26 -2.35 -4.13  0.30
51 C 3.30 -2.41 -2.74  -1.86
52 S 2.07 -1.14 -2.67  0.30
53 S 3.44 -3.55 -1.50  0.33
54 C -0.98 2.42 2.93  -0.09
55 C 0.03 2.08 4.01  -0.23
56 C 0.80 0.78 3.77  -0.17
57 N 1.45 0.68 2.46  0.02
58 C 2.67 0.18 2.26  -0.85
59 S 3.08 -0.82 1.01  0.68
60 N 3.66 0.48 3.22  0.09
61 C 3.99 1.64 3.89  -0.42
62 O 4.87 1.61 4.73  0.06
63 C 3.29 2.92 3.56  -0.16
64 C 3.14 3.84 4.60  -0.04
65 C 2.49 5.04 4.38  -0.09
66 C 2.01 5.34 3.11  -0.09
67 C 2.19 4.45 2.06  -0.06
68 C 2.84 3.24 2.28  -0.01
69 H -1.59 3.27 3.21  0.08
70 H -1.65 1.58 2.72  0.08
71 H -0.47 2.67 2.00  0.06
72 H -0.48 1.96 4.98  0.11
73 H 0.72 2.91 4.13  0.07
74 H 0.10 -0.06 3.84  0.13
75 H 1.55 0.64 4.54  0.11
76 H 0.84 0.61 1.64  0.09
77 H 4.40 -0.21 3.27  0.12
78 H 3.52 3.58 5.58  0.11
79 H 2.35 5.74 5.19  0.10
80 H 1.48 6.27 2.93  0.10
81 H 1.81 4.67 1.07  0.10
82 H 2.98 2.56 1.46  0.12

---

The following is a DFT calculation (wB97M-V/def2-TZVPD) of C35H30Br2HgN7O3S4 as an isolated structure.

Values from the calculation:
spin multiplicity: 2
charge: -2
energy relative to the best compared isomer or geometry (same formula, charge and spin): 0.074 eV
HOMO-LUMO gap (alpha / beta): 4.31 / 5.42 eV

Last column: Löwdin charge in e.
CARTESIAN COORDINATES (ANGSTROEM)
1 Hg 1.99 1.34 0.02  0.82
2 O 3.37 -0.85 -5.43  0.02
3 C 2.26 -0.14 -5.69  -0.29
4 C 1.73 -0.22 -6.98  -0.04
5 C 0.59 0.48 -7.32  -0.12
6 C -0.05 1.28 -6.38  -0.11
7 C 0.47 1.36 -5.10  -0.03
8 C 1.62 0.67 -4.74  -0.07
9 C 2.09 0.80 -3.31  -0.45
10 O 1.48 1.56 -2.55  -0.05
11 N 3.13 -0.01 -3.01  0.01
12 N 3.44 -0.04 -1.70  -0.02
13 C 4.42 -0.78 -1.36  -0.12
14 C 4.72 -0.97 0.06  -0.28
15 C 5.84 -1.71 0.45  -0.04
16 C 6.08 -1.90 1.80  -0.09
17 C 5.20 -1.35 2.72  -0.07
18 C 4.11 -0.63 2.25  -0.14
19 N 3.88 -0.45 0.96  0.08
20 H 3.54 -0.69 -4.44  0.06
21 H 2.23 -0.86 -7.70  0.10
22 H 0.18 0.39 -8.33  0.09
23 H -0.95 1.82 -6.64  0.09
24 H 0.01 1.97 -4.34  0.11
25 H 5.01 -1.31 -2.10  0.11
26 H 6.51 -2.12 -0.30  0.10
27 H 6.95 -2.46 2.13  0.10
28 H 5.35 -1.47 3.79  0.09
29 H 3.40 -0.16 2.92  0.06
30 Br -4.71 3.16 -1.51  0.65
31 C -2.94 2.62 -0.98  -0.70
32 C -2.16 3.53 -0.25  -0.14
33 C -0.91 3.07 0.14  -0.16
34 N -0.46 1.86 -0.13  0.03
35 C -1.20 0.99 -0.87  -0.25
36 C -2.50 1.38 -1.31  -0.10
37 C -0.62 -0.29 -1.17  -0.26
38 C -1.22 -1.19 -2.09  -0.10
39 C -0.67 -2.43 -2.23  -0.71
40 Br -1.46 -3.69 -3.42  0.69
41 C 0.46 -2.83 -1.49  -0.15
42 C 1.04 -1.84 -0.71  -0.19
43 N 0.56 -0.61 -0.56  0.04
44 H -2.51 4.52 0.00  0.08
45 H -0.23 3.71 0.70  0.10
46 H -3.13 0.71 -1.88  0.09
47 H -2.11 -0.93 -2.63  0.10
48 H 0.91 -3.80 -1.59  0.08
49 H 1.95 -2.05 -0.17  0.09
50 S 2.97 5.06 2.82  0.29
51 C 2.66 3.74 1.86  -1.90
52 S 2.02 2.26 2.52  0.34
53 S 2.94 3.75 0.15  0.34
54 C -1.74 1.89 3.69  -0.10
55 C -1.32 0.63 4.42  -0.23
56 C -0.36 -0.25 3.62  -0.20
57 N -1.02 -0.78 2.43  0.05
58 C -0.95 -2.05 2.03  -0.87
59 S 0.08 -3.21 2.62  0.60
60 N -1.84 -2.39 1.00  0.11
61 C -3.13 -1.93 0.80  -0.42
62 O -3.69 -2.10 -0.26  0.09
63 C -3.87 -1.34 1.95  -0.15
64 C -4.63 -0.20 1.72  -0.02
65 C -5.37 0.35 2.76  -0.07
66 C -5.39 -0.25 4.00  -0.10
67 C -4.65 -1.41 4.22  -0.10
68 C -3.88 -1.95 3.21  -0.03
69 H -2.34 2.54 4.34  0.07
70 H -2.35 1.68 2.81  0.06
71 H -0.86 2.45 3.36  0.04
72 H -2.21 0.05 4.70  0.09
73 H -0.81 0.89 5.35  0.11
74 H -0.02 -1.10 4.20  0.07
75 H 0.51 0.35 3.33  0.04
76 H -1.48 -0.12 1.83  0.13
77 H -1.44 -2.96 0.27  0.12
78 H -4.62 0.25 0.74  0.11
79 H -5.94 1.26 2.59  0.10
80 H -5.97 0.18 4.81  0.10
81 H -4.66 -1.88 5.20  0.10
82 H -3.27 -2.83 3.39  0.12

---

no.,molecular weight (g mol⁻¹)
1,870.54
2,1085.34
3,1085.34